# C58H66N12ORuS3

A structure of composition C58H66N12ORuS3 in a non-equilibrium geometry (ωB97M-V with the def2-TZVPD basis set, OMol25).

```
! RIJCOSX wB97M-V def2-TZVPD def2/J DEFGRID3
* xyz 3 2
Ru -1.23077 -0.15640 -0.07260
N -5.86887 0.09540 -3.71860
C -4.37257 0.09220 -3.89540
C -3.73447 1.08360 -2.93730
C -2.23617 1.25260 -3.25930
N -1.50857 1.50170 -2.01770
C -1.68827 0.00280 -3.96220
C -2.29947 -1.31420 -3.47480
N -1.90657 -1.58780 -2.09900
C -3.84297 -1.30440 -3.60170
H -6.30497 -0.62100 -4.31560
H -6.10047 -0.10070 -2.73360
H -6.26717 1.00620 -3.97920
H -4.17997 0.37730 -4.93260
H -3.78857 0.68920 -1.92100
H -4.23397 2.05140 -2.97930
H -2.11187 2.10310 -3.95050
H -1.79817 2.39160 -1.61580
H -0.50947 1.56390 -2.20850
H -0.60907 -0.03820 -3.81710
H -1.86397 0.08430 -5.03470
H -1.91677 -2.10550 -4.13790
H -0.87947 -1.58070 -2.03630
H -2.23397 -2.50860 -1.82000
H -4.24407 -1.63900 -2.64280
H -4.15467 -2.00370 -4.37780
O -1.72777 1.33260 1.68410
C -2.21747 1.18030 2.84310
C -2.50277 2.36290 3.59720
C -3.12057 2.33210 4.81500
C -3.50227 1.10790 5.36930
C -3.18797 -0.06290 4.71140
C -2.52527 -0.07920 3.47880
C -2.10087 -1.34550 2.92220
N -1.63767 -1.59240 1.70270
C -1.36967 -2.91890 1.62240
C -1.66337 -3.51220 2.81660
N -2.11737 -2.51550 3.62570
H -2.20797 3.29390 3.13730
H -3.31427 3.25240 5.34530
H -4.01797 1.08200 6.31730
H -3.47807 -0.99740 5.16970
H -0.99577 -3.35350 0.71400
H -1.59947 -4.53190 3.13630
H -2.38887 -2.63710 4.58880
N 0.67573 0.38140 0.97220
S 1.86503 0.09280 1.79000
N 3.27883 0.69880 1.18430
S 4.10463 -0.02850 0.07830
N 3.35673 -0.85470 -0.99940
S 2.02973 -0.46370 -1.89990
N 0.70103 -0.85470 -1.40190
C 2.24283 1.30610 -2.30050
C 1.75633 2.19380 -1.35370
C 1.89913 3.55750 -1.55720
C 2.51703 4.02570 -2.70670
C 2.97903 3.12980 -3.65750
C 2.83953 1.76350 -3.46180
C 2.46283 -1.40100 -3.39000
C 1.50673 -2.27510 -3.87400
C 1.74983 -2.98970 -5.03220
C 2.94613 -2.81080 -5.70790
C 3.91133 -1.95400 -5.20160
C 3.68133 -1.25440 -4.02780
C 5.06233 1.26980 -0.71440
C 5.87993 0.90280 -1.77150
C 6.52463 1.89110 -2.49590
C 6.35773 3.22360 -2.14840
C 5.55753 3.57330 -1.07180
C 4.89703 2.59330 -0.34890
C 5.22403 -1.20560 0.84410
C 5.95353 -0.76300 1.93550
C 6.76433 -1.66070 2.60930
C 6.82973 -2.98160 2.18950
C 6.09983 -3.40680 1.08990
C 5.28913 -2.51590 0.40520
C 2.25103 -1.64640 2.10720
C 3.00193 -1.95870 3.22410
C 3.36183 -3.27830 3.44290
C 2.97683 -4.25980 2.54220
C 2.23103 -3.92880 1.41980
C 1.85953 -2.61090 1.19800
C 1.81423 0.83300 3.42730
C 0.77343 0.41470 4.23920
C 0.63223 0.97210 5.49730
C 1.53863 1.93060 5.92830
C 2.58263 2.33120 5.10770
C 2.72233 1.78610 3.84130
H 1.26753 1.80660 -0.46710
H 1.52963 4.24880 -0.81590
H 2.62723 5.08670 -2.87080
H 3.44783 3.49240 -4.55940
H 3.18133 1.08420 -4.22600
H 0.59353 -2.39030 -3.31150
H 1.01063 -3.68230 -5.40120
H 3.13293 -3.34900 -6.62260
H 4.84803 -1.83120 -5.72080
H 4.44323 -0.61390 -3.61190
H 6.00263 -0.14280 -2.01350
H 7.15343 1.62180 -3.32920
H 6.86133 3.99120 -2.71440
H 5.44203 4.60910 -0.79630
H 4.25063 2.83610 0.47930
H 5.87083 0.26680 2.24870
H 7.33813 -1.33220 3.46120
H 7.45193 -3.68380 2.72220
H 6.15743 -4.43380 0.76600
H 4.70143 -2.82070 -0.44620
H 3.29793 -1.18500 3.91640
H 3.93893 -3.53770 4.31710
H 3.25553 -5.28760 2.72080
H 1.94253 -4.69970 0.72060
H 1.28533 -2.31200 0.33040
H 0.08743 -0.33060 3.86810
H -0.18267 0.66730 6.13500
H 1.42703 2.37610 6.90480
H 3.28463 3.07500 5.44990
H 3.51353 2.09360 3.17600
C -6.06227 3.17150 0.21440
C -4.59467 3.20360 0.61530
N -3.99127 1.97500 0.13210
C -4.59087 0.77110 0.40290
N -3.86807 -0.29580 0.23560
C -4.45127 -1.59750 0.50060
C -5.96717 -1.63880 0.31010
C -6.55557 -0.46990 1.08720
N -5.93797 0.75980 0.62100
C -6.70287 1.96790 0.89000
H -6.13107 3.08210 -0.87230
H -6.57277 4.08460 0.51170
H -4.50497 3.30310 1.70480
H -4.07587 4.04630 0.15500
H -2.98237 1.90590 0.27600
H -4.24347 -1.88250 1.53850
H -3.94127 -2.32330 -0.13850
H -6.36127 -2.58580 0.67660
H -6.23957 -1.54750 -0.74580
H -6.39087 -0.60290 2.16360
H -7.63297 -0.39610 0.92670
H -6.77557 2.13610 1.97130
H -7.71667 1.80880 0.50720
*
```

Results
**Lowest unoccupied orbital energy (spin up / spin down)**: -8.1091 / -7.4531 eV

# C58H66N3O3

A cluster of 2 separate species, C58H66N3O3 in total in a non-equilibrium geometry (ωB97M-V with the def2-TZVPD basis set, OMol25).

```
! RIJCOSX wB97M-V def2-TZVPD def2/J DEFGRID3
* xyz 1 1
C 3.72151 1.56269 -0.48612
C 4.31056 0.55813 -1.46168
C 5.38194 1.31845 -2.25857
C 5.04987 -0.57194 -0.75957
C 3.16916 -0.00058 -2.36327
C 3.12172 0.52462 -3.65612
C 2.55299 -0.19780 -4.68837
C 1.90553 -1.38279 -4.38093
C 1.65799 -1.78144 -3.06425
C 0.79776 -3.06653 -2.90279
C -0.23374 -2.89423 -1.79370
C 1.69784 -4.29524 -2.69789
C 0.00358 -3.37753 -4.18218
C 2.23443 -1.02271 -1.99829
N 1.88902 -1.28758 -0.60112
C 2.30625 -2.51367 0.09655
C 1.72850 -2.38500 1.47233
N 1.21364 -1.01027 1.54380
C 0.81766 -0.46313 2.83898
C 1.78929 -0.10985 3.83643
C 3.32557 -0.35459 3.78962
C 4.07749 0.64958 4.68166
C 3.94750 -0.17096 2.41607
C 3.60193 -1.74041 4.37940
C 1.33494 0.43216 5.04310
C 0.03541 0.88465 5.19923
C -0.90038 0.52896 4.24890
C -0.55228 -0.34442 3.20729
C -1.67596 -1.31075 2.76943
C -3.05935 -0.73537 3.10587
C -1.55871 -2.59964 3.60093
C -1.60656 -1.62586 1.28862
C 1.15528 -0.48062 0.25827
C 0.39503 0.62043 -0.19077
C 0.27359 1.83615 0.56348
C 1.07476 2.15487 1.70895
C 0.62537 3.06851 2.63765
C -0.65234 3.63824 2.43604
N -1.52314 3.75279 3.54308
O -2.74356 3.92596 3.30954
O -1.06236 3.59794 4.69558
C -1.22997 3.66706 1.15029
C -0.70439 2.81514 0.21230
H 2.90795 1.10900 0.08380
H 4.49171 1.93932 0.20168
H 3.29330 2.41407 -1.03184
H 5.80195 0.69846 -3.05890
H 4.99162 2.24788 -2.68606
H 6.19956 1.59752 -1.57977
H 5.44387 -1.27989 -1.49978
H 5.88569 -0.17230 -0.17193
H 4.40015 -1.12614 -0.08735
H 3.62797 1.45864 -3.89707
H 2.64580 0.12621 -5.72407
H 1.57125 -2.00279 -5.20814
H -0.68606 -1.89938 -1.86458
H -1.03194 -3.64141 -1.89221
H 0.18236 -3.00065 -0.79317
H 2.20575 -4.54048 -3.64126
H 2.48637 -4.13917 -1.95535
H 1.08151 -5.15461 -2.40040
H 0.65204 -3.76377 -4.98029
H -0.74172 -4.15884 -3.97999
H -0.53353 -2.49614 -4.55075
H 1.91871 -3.40831 -0.39347
H 3.40039 -2.61673 0.10258
H 0.91160 -3.10750 1.64141
H 2.48730 -2.55070 2.24085
H 3.91597 0.45725 5.74750
H 5.15689 0.55790 4.50220
H 3.78477 1.68287 4.45542
H 3.40305 -0.68922 1.63164
H 4.00503 0.89180 2.14661
H 4.97869 -0.55932 2.41685
H 3.06897 -2.54158 3.86283
H 4.67549 -1.96010 4.35206
H 3.26997 -1.75356 5.42403
H 2.00612 0.57854 5.88765
H -0.25226 1.47886 6.06349
H -1.92839 0.85857 4.39647
H -3.14580 0.31977 2.83392
H -3.84062 -1.29213 2.57257
H -3.26821 -0.82118 4.17990
H -0.58980 -3.09410 3.46223
H -1.66681 -2.36048 4.66745
H -2.35702 -3.30214 3.32763
H -0.77283 -2.28886 1.04432
H -2.52584 -2.14127 0.98420
H -1.48501 -0.71888 0.68201
H 0.16064 0.64805 -1.24834
H 2.02252 1.63334 1.86015
H 1.15540 3.28474 3.56014
H -2.09093 4.30160 0.97269
H -1.09560 2.77742 -0.79893
C -7.17933 4.44793 0.61004
O -6.36287 3.44242 1.25447
C -5.29229 2.93870 0.58132
C -4.55464 1.89993 1.21297
C -3.56981 1.23124 0.51971
C -3.21380 1.59611 -0.79173
C -2.35286 0.74741 -1.60188
C -1.71711 1.22962 -2.82458
C -1.76881 0.18781 -3.80712
C -1.47516 0.43289 -5.14383
C -1.09409 1.72738 -5.51602
C -1.00219 2.74773 -4.55849
C -1.32845 2.51121 -3.22229
C -2.44695 -0.95807 -3.21480
C -2.78753 -0.61989 -1.85658
C -3.65360 -1.46260 -1.15590
C -3.98621 -2.70520 -1.70545
C -3.65476 -3.02139 -3.02958
C -2.94838 -2.10692 -3.81652
C -3.84251 2.74037 -1.34359
C -4.88435 3.38347 -0.70047
H -7.89104 4.75510 1.37702
H -6.57503 5.30536 0.28930
H -7.70504 4.02286 -0.25459
H -4.78961 1.65473 2.24825
H -3.02883 0.41102 0.97903
H -1.56046 -0.38738 -5.85793
H -0.87293 1.95140 -6.55738
H -0.71237 3.75822 -4.85333
H -1.32446 3.33298 -2.51235
H -4.08211 -1.14280 -0.20818
H -4.54969 -3.42278 -1.10299
H -3.96396 -3.97806 -3.45448
H -2.77605 -2.27613 -4.88037
H -3.55398 3.09536 -2.32874
H -5.37007 4.23644 -1.18140
*
```

Results
**Lowest unoccupied orbital energy**: -5.3388 eV
**Energy above the lowest of the compared OMol25 structures with the same formula, charge and spin**: 0.0 kJ/mol

# C58H76N8O18

A cluster of 14 separate species, C58H76N8O18 in total in a non-equilibrium geometry (ωB97M-V with the def2-TZVPD basis set, OMol25).

```
! RIJCOSX wB97M-V def2-TZVPD def2/J DEFGRID3
* xyz 0 1
C 22.73410 22.08593 15.13814
O 21.52208 21.56825 15.70046
C 21.62480 20.99702 16.92890
O 22.67386 20.87318 17.53461
O 20.47175 20.46478 17.39570
C 19.28791 20.35445 16.52281
H 23.48886 21.33459 14.87596
H 23.27055 22.78101 15.79867
H 22.51392 22.54798 14.17680
H 18.38450 20.36585 17.14487
H 19.22994 19.41879 15.97652
H 19.22823 21.15886 15.77614
C 19.01849 12.54274 11.53918
O 17.68505 13.05875 11.79232
C 16.95676 12.45141 12.71075
O 17.26790 11.56048 13.46810
O 15.76514 13.02818 12.60190
C 14.81863 12.68917 13.58546
H 19.16053 11.54844 11.97249
H 19.78291 13.21990 11.92311
H 19.17199 12.50079 10.45230
H 14.75704 11.59888 13.65490
H 13.88723 13.14497 13.23054
H 15.13344 13.13773 14.53465
C 11.07336 13.48838 15.83635
O 11.50680 12.11145 15.95352
C 10.58201 11.16592 15.89868
O 9.38292 11.38451 15.97366
O 11.24893 10.02236 15.68522
C 10.39271 8.87965 15.66221
H 10.42850 13.79496 16.65274
H 10.66307 13.70361 14.84456
H 11.96088 14.12919 15.86111
H 9.78472 8.79017 16.56363
H 10.99825 7.97634 15.60337
H 9.68827 8.89786 14.82084
C 14.25177 17.18064 15.85819
O 15.26249 16.30339 15.47134
C 16.43369 16.78473 15.09100
O 16.69274 17.97930 15.13771
O 17.18174 15.75110 14.74433
C 18.61333 16.04920 14.52993
H 13.31381 16.62981 15.73423
H 14.22426 18.12798 15.30753
H 14.31492 17.43828 16.91237
H 18.89787 15.61560 13.56131
H 19.20785 15.64142 15.34315
H 18.78396 17.12442 14.45502
C 22.76818 19.12047 13.24168
O 23.06754 18.67165 14.55619
C 22.32704 17.72037 15.06265
O 21.30361 17.27874 14.56326
O 22.81326 17.38447 16.23449
C 22.37150 16.17426 16.82952
H 23.67125 19.64063 12.92632
H 21.93004 19.81852 13.18102
H 22.51824 18.29680 12.56849
H 22.38412 16.34398 17.90830
H 23.05195 15.35926 16.60044
H 21.37526 15.84340 16.53958
C 19.80377 21.68887 8.90027
O 19.22972 20.63353 9.67076
C 19.62855 20.61876 10.95954
O 20.55292 21.23247 11.50389
O 18.89682 19.72717 11.55740
C 19.01258 19.51669 12.95625
H 20.81193 21.37054 8.58578
H 19.80982 22.62588 9.47047
H 19.14776 21.87014 8.04739
H 19.23080 20.39937 13.57535
H 19.79330 18.82391 13.29901
H 18.08393 19.06483 13.32459
N 10.84126 16.62812 13.25345
C 11.60084 17.55291 13.78671
C 11.16609 18.50570 14.69860
C 9.81607 18.56997 14.97872
C 8.99690 17.61264 14.37874
C 9.55427 16.67376 13.54204
H 12.64643 17.52283 13.54500
H 11.91579 19.18958 15.06078
H 9.41520 19.33676 15.61258
H 7.93178 17.57442 14.55330
H 8.92068 15.92349 13.08612
N 12.01702 16.22344 18.05218
C 12.78400 16.64374 19.08001
C 12.46385 17.75625 19.87176
C 11.31511 18.43855 19.61267
C 10.53440 18.01150 18.55347
C 10.89264 16.88818 17.83975
H 13.67118 16.06303 19.31012
H 13.16122 18.03417 20.64377
H 10.96072 19.25786 20.22248
H 9.60006 18.48417 18.29060
H 10.30308 16.51941 17.00341
N 14.06769 19.76427 12.19356
C 12.85653 20.03593 11.67858
C 11.94479 20.85793 12.31024
C 12.23809 21.45512 13.50228
C 13.47390 21.20710 14.03844
C 14.32482 20.36568 13.35449
H 12.66267 19.60544 10.69756
H 10.97698 20.90379 11.81626
H 11.53682 22.11265 13.97188
H 13.83055 21.65394 14.94675
H 15.32642 20.30171 13.73176
N 22.75939 15.73064 10.69825
C 21.60701 16.03415 11.22141
C 20.41137 16.12840 10.48240
C 20.45896 15.94825 9.10914
C 21.66947 15.63398 8.54758
C 22.78939 15.56504 9.37379
H 21.52200 16.19236 12.28124
H 19.48551 16.37530 10.97899
H 19.54975 15.95301 8.52066
H 21.80915 15.55220 7.48207
H 23.73721 15.40436 8.88863
N 16.54559 15.16887 9.88804
C 15.46874 15.26724 9.11776
C 14.33922 15.99147 9.39965
C 14.39379 16.88276 10.45498
C 15.49582 16.79095 11.27437
C 16.54077 15.99912 10.93239
H 15.43507 14.65251 8.23061
H 13.45402 15.87085 8.79229
H 13.56025 17.51900 10.69646
H 15.61045 17.44522 12.11711
H 17.43798 16.02190 11.51641
N 22.03263 13.14036 18.76712
C 20.84860 13.72759 18.76198
C 19.89791 13.53314 17.77030
C 20.20788 12.68335 16.74381
C 21.45078 12.06224 16.71854
C 22.35143 12.32892 17.74986
H 20.56502 14.23894 19.67030
H 18.86447 13.72836 18.00886
H 19.47886 12.40222 15.99160
H 21.76284 11.44599 15.88144
H 23.35787 11.92556 17.79060
N 17.86291 17.10737 18.69034
C 16.78696 17.01578 19.45330
C 16.75269 17.34494 20.78578
C 17.89884 17.75715 21.38340
C 19.07888 17.87938 20.61246
C 18.98241 17.51709 19.25991
H 15.90560 16.65252 18.94843
H 15.79668 17.30989 21.27921
H 17.93189 18.10706 22.41049
H 20.03436 18.19973 21.01266
H 19.88201 17.60420 18.66174
N 13.72693 21.75839 17.94281
C 14.21561 22.91853 17.54477
C 15.42812 23.01614 16.86190
C 16.22473 21.90769 16.68663
C 15.70132 20.71626 17.12342
C 14.52087 20.70673 17.81763
H 13.62770 23.81193 17.66762
H 15.64159 23.97201 16.42548
H 17.18573 22.02542 16.21182
H 16.20979 19.78829 16.94533
H 14.13865 19.74826 18.13749
*
```

Results
**Lowest unoccupied orbital energy**: 0.4640 eV
**Energy above the lowest of the compared OMol25 structures with the same formula, charge and spin**: 0.0 kJ/mol